Entry 1:
C26H73Cl10O24P3 | ωB97M-V/def2-TZVPD

Geometry as ORCA input:
```
! wB97M-V def2-TZVPD RIJCOSX def2/J DEFGRID3
* xyz 0 1
C -6.969 4.847 -4.637
O -7.200 4.198 -5.849
P -8.374 3.124 -6.133
O -8.256 1.946 -5.197
O -9.728 3.970 -5.964
C -10.052 4.959 -6.853
O -8.247 2.823 -7.728
C -8.687 1.677 -8.315
H -7.672 4.639 -3.830
H -7.008 5.917 -4.843
H -5.932 4.743 -4.315
H -10.797 5.645 -6.449
H -10.466 4.541 -7.771
H -9.206 5.641 -6.936
H -8.567 0.764 -7.731
H -8.206 1.712 -9.292
H -9.696 1.776 -8.714
C 6.783 10.510 4.979
O 6.168 9.254 5.360
P 6.765 7.838 4.911
O 8.232 7.830 4.649
O 5.933 7.199 3.711
C 5.827 7.766 2.401
O 6.411 6.868 6.143
C 7.099 6.930 7.401
H 7.738 10.319 4.488
H 7.013 11.204 5.788
H 6.176 11.120 4.311
H 6.634 8.422 2.076
H 4.821 8.142 2.214
H 5.865 6.866 1.787
H 6.572 7.622 8.058
H 8.088 7.374 7.290
H 7.206 5.928 7.816
C -1.237 0.363 0.890
O -0.015 -0.321 1.444
P 1.123 -0.624 0.380
O 1.470 0.442 -0.615
O 0.618 -2.043 -0.314
C 0.333 -3.183 0.576
O 2.355 -0.930 1.378
C 3.230 0.146 1.726
H -1.883 0.608 1.733
H -1.833 -0.254 0.217
H -1.100 1.338 0.423
H 1.153 -3.538 1.200
H -0.033 -4.103 0.122
H -0.459 -2.717 1.161
H 2.767 1.123 1.581
H 4.203 0.144 1.237
H 3.406 0.052 2.797
C -4.681 -3.374 -4.063
C -5.880 -3.908 -4.787
O -7.132 -3.482 -4.326
O -4.267 -2.109 -4.673
H -3.829 -4.054 -4.072
H -4.773 -3.304 -2.980
H -5.820 -4.970 -4.548
H -5.630 -3.754 -5.837
H -7.082 -2.531 -4.453
H -4.991 -1.486 -4.583
C -1.554 6.306 6.609
C -0.761 5.835 5.392
O -1.330 6.340 4.191
O -0.983 7.573 7.141
H -1.668 5.508 7.343
H -2.565 6.482 6.240
H -0.705 4.748 5.342
H 0.263 6.187 5.272
H -1.041 7.253 4.119
H -1.420 7.923 7.920
C 7.606 -4.965 -0.771
C 8.226 -4.591 -2.036
O 7.952 -3.261 -2.414
O 6.185 -4.906 -0.916
H 7.811 -4.318 0.082
H 7.898 -5.975 -0.481
H 7.895 -5.345 -2.750
H 9.312 -4.672 -1.994
H 8.108 -3.177 -3.358
H 5.984 -3.967 -0.935
C -9.894 0.563 1.078
C -8.955 -0.548 0.914
O -8.184 -0.951 2.059
O -11.004 0.135 1.717
H -10.022 0.939 0.063
H -9.375 1.356 1.615
H -8.186 -0.153 0.251
H -9.504 -1.378 0.470
H -8.186 -0.235 2.699
H -11.530 0.917 1.900
C 3.112 -3.517 8.782
C 1.578 -3.329 8.712
O 1.232 -2.331 9.606
O 3.754 -2.573 7.991
H 3.355 -4.414 8.212
H 3.468 -3.652 9.803
H 0.932 -4.194 8.861
H 1.384 -2.885 7.736
H 0.299 -2.154 9.465
H 3.393 -1.720 8.244
C 6.125 1.130 -5.649
C 6.896 0.800 -6.958
O 7.483 -0.492 -6.971
O 7.027 1.493 -4.652
H 5.454 0.332 -5.332
H 5.689 2.088 -5.932
H 7.681 1.493 -7.260
H 6.219 0.781 -7.812
H 8.083 -0.696 -7.691
H 7.252 0.708 -4.148
C -4.114 -7.068 6.938
Cl -3.540 -8.685 7.491
Cl -2.939 -6.393 5.843
H -5.035 -7.273 6.394
H -4.159 -6.298 7.708
C 2.893 -6.647 -5.092
Cl 3.829 -8.096 -4.830
Cl 1.755 -6.840 -6.506
H 2.382 -6.398 -4.161
H 3.656 -5.901 -5.309
C 1.374 5.623 -6.153
Cl 2.003 6.488 -4.683
Cl -0.405 5.996 -6.583
H 1.988 5.885 -7.015
H 1.386 4.562 -5.904
C -2.352 -11.966 -1.670
Cl -1.258 -12.862 -0.466
Cl -1.398 -10.758 -2.582
H -2.755 -12.760 -2.299
H -3.289 -11.587 -1.261
C 4.184 -10.508 0.723
Cl 3.530 -10.893 2.303
Cl 4.612 -11.991 -0.199
H 3.517 -9.869 0.144
H 5.059 -9.902 0.958
*
```

Values from the calculation:
relative energy (zero: lowest compared OMol25 entry of this formula, charge and spin)	128.3	kcal/mol
LUMO level	0.192	eV


Entry 2:
C26H74N10O8 | ωB97M-V/def2-TZVPD

Geometry as ORCA input:
```
! wB97M-V def2-TZVPD RIJCOSX def2/J DEFGRID3
* xyz 0 1
C 0.985 -3.367 -4.095
O 1.422 -2.362 -3.546
N -0.267 -3.387 -4.651
N 1.690 -4.520 -4.254
H -0.870 -2.621 -4.416
H -0.537 -4.158 -5.225
H 2.673 -4.483 -4.073
H 1.228 -5.280 -4.711
C 2.614 -6.160 0.077
O 1.762 -6.779 0.712
N 2.313 -5.526 -1.127
N 3.944 -6.220 0.357
H 1.329 -5.626 -1.324
H 2.949 -5.001 -1.684
H 4.627 -5.783 -0.235
H 4.092 -6.861 1.121
C 0.610 -0.907 0.767
C -0.586 -1.132 -0.202
C -0.932 0.132 -0.945
O -1.327 1.173 -0.107
C -1.482 2.379 -0.832
N -0.378 -2.204 -1.125
H 1.490 -0.548 0.222
H 0.891 -1.817 1.297
H 0.384 -0.101 1.469
H -1.402 -1.269 0.520
H -1.753 -0.114 -1.638
H -0.075 0.424 -1.572
H -2.358 2.308 -1.486
H -0.590 2.617 -1.414
H -1.694 3.137 -0.090
H -0.009 -3.043 -0.690
H 0.358 -1.962 -1.788
C -0.448 2.084 -4.730
C 0.943 1.720 -5.251
C 2.030 1.870 -4.157
O 1.771 0.881 -3.209
C 2.716 0.767 -2.154
N 0.917 0.391 -5.847
H -0.391 2.977 -4.101
H -0.961 1.317 -4.153
H -1.053 2.374 -5.590
H 1.309 2.408 -6.023
H 2.024 2.873 -3.703
H 3.015 1.732 -4.635
H 2.587 1.666 -1.545
H 3.722 0.628 -2.557
H 2.404 -0.094 -1.568
H 1.877 0.107 -6.049
H 0.709 -0.226 -5.054
C -3.796 4.495 2.853
C -4.508 3.179 3.130
C -3.549 2.003 2.840
O -2.411 2.126 3.661
C -1.466 1.113 3.471
N -4.971 3.268 4.523
H -4.397 5.401 2.909
H -3.543 4.516 1.781
H -2.836 4.666 3.338
H -5.365 2.990 2.477
H -3.258 2.006 1.779
H -3.960 1.000 3.029
H -1.089 1.067 2.448
H -1.885 0.151 3.802
H -0.619 1.209 4.154
H -4.087 3.418 5.012
H -5.328 2.389 4.888
C 6.676 -1.761 -0.712
C 5.885 -2.796 0.090
C 4.384 -2.502 0.260
O 4.248 -1.218 0.809
C 4.150 -1.224 2.212
N 6.150 -4.205 -0.354
H 6.297 -1.834 -1.741
H 7.743 -1.955 -0.684
H 6.395 -0.749 -0.422
H 6.264 -2.874 1.121
H 3.873 -3.305 0.796
H 3.978 -2.615 -0.758
H 5.086 -1.089 2.762
H 3.714 -2.131 2.647
H 3.471 -0.446 2.563
H 7.158 -4.329 -0.425
H 5.917 -4.081 -1.352
C 4.085 2.217 0.854
C 3.204 3.461 0.870
C 1.742 3.148 1.214
O 0.979 4.335 1.345
C -0.120 4.182 2.232
N 3.744 4.379 1.902
H 3.746 1.416 0.193
H 4.156 1.754 1.843
H 5.111 2.382 0.525
H 3.326 3.975 -0.085
H 1.717 2.509 2.107
H 1.230 2.538 0.456
H -0.630 5.143 2.259
H 0.268 3.966 3.230
H -0.834 3.423 1.902
H 3.032 5.107 1.920
H 3.794 3.890 2.788
C -8.185 -1.563 2.520
C -7.713 -0.202 2.061
C -6.631 -0.243 1.006
O -5.453 -0.787 1.538
C -4.341 -0.684 0.677
N -8.821 0.673 1.672
H -8.650 -2.132 1.709
H -8.973 -1.475 3.274
H -7.418 -2.186 2.975
H -7.168 0.265 2.897
H -6.442 0.771 0.621
H -6.946 -0.803 0.112
H -4.550 -1.161 -0.285
H -3.466 -1.101 1.168
H -4.175 0.385 0.492
H -8.577 1.636 1.870
H -9.632 0.483 2.248
*
```

Values from the calculation:
structure (SMILES)	COC[C@H](C)N.COC[C@H](C)N.COC[C@H](C)N.COC[C@H](C)N.COC[C@H](C)N.COC[C@H](C)N.NC(N)=O.NC(N)=O
relative energy (zero: lowest compared OMol25 entry of this formula, charge and spin)	34.4	kcal/mol
LUMO level	0.153	eV


Gap between HOMO and LUMO / eV: 10.19; 9.23
Electronic energy / Eh: -8466.11290; -2184.43285